1.
15
Properties=species:S:1:pos:R:3:forces:R:3 method="wB97M-V/def2-TZVPD" orbital_gap_ev="6.44 / 6.77" e_tot_ha=-871.9013 de_lowest_kcal_mol=33.4 total_charge=+2 e_lumo_ev="-9.850 / -9.727"
C -0.41975 -0.50106 -0.26984 1.6 0.4 4.2
N -0.47622 -1.83535 -0.02675 0.7 0.7 1.6
H 0.68210 -1.71898 2.86877 0.8 -0.6 2.3
C -0.31697 1.19180 -1.97293 -0.3 -1.1 0.5
C 0.42944 3.44531 -1.37490 -0.4 1.1 0.3
H -0.15744 -3.37867 1.17067 0.2 -1.2 1.1
H -0.88582 -2.49339 -0.62742 -0.7 -0.8 -1.7
N -0.46786 0.08951 -1.36186 -0.1 -0.1 0.4
C -0.08603 -2.33399 1.12190 -0.5 1.0 -1.5
H -0.37609 1.15607 -2.99374 -0.4 0.3 -2.5
N 0.36142 -1.41633 2.00415 -0.4 0.6 -1.8
N 0.02162 2.38972 -1.47657 0.7 0.0 0.4
C 0.37686 -0.15281 1.59933 -1.8 -1.3 -3.5
Cl 0.80313 1.05273 2.59873 0.2 0.6 0.1
H 0.51161 4.50544 -1.25953 0.4 0.4 0.1

2.
13
Properties=species:S:1:pos:R:3:forces:R:3 method="wB97M-V/def2-TZVPD" orbital_gap_ev=9.00 e_tot_ha=-1049.6787 de_lowest_kcal_mol=52.5 total_charge=0 e_lumo_ev=-0.026
C 1.67963 0.92569 0.13683 -3.4 -7.0 0.8
C -1.14328 1.49820 0.32415 2.0 0.5 -0.4
Cl 3.25165 0.33477 -0.01229 0.3 0.5 0.0
H 1.99186 -1.93718 -0.96281 -1.2 0.0 1.3
C 0.33808 -0.47666 0.29823 2.1 5.6 -1.1
H -1.81281 -0.78206 0.47425 1.9 2.6 -0.6
C -0.93992 0.06518 0.30706 -0.1 -3.3 1.2
H -2.05894 2.05552 0.34908 -1.0 -0.8 0.0
H 1.86982 2.92826 0.08750 -0.8 0.0 0.4
H 0.12887 -2.62545 -0.18420 -1.8 -1.7 -1.1
P 1.19459 -2.03647 0.32132 2.2 0.7 -0.1
C 1.14975 2.09692 0.22566 0.8 2.7 -1.0
N -0.17656 2.37681 0.23723 -1.0 0.2 0.6

3.
12
Properties=species:S:1:pos:R:3:forces:R:3 method="wB97M-V/def2-TZVPD" orbital_gap_ev=8.66 e_tot_ha=-1051.8374 de_lowest_kcal_mol=17.0 smiles="S[C@@H]1C=CC(Cl)=C1" total_charge=0 e_lumo_ev=0.136
C 0.64815 0.53861 0.67947 0.8 2.5 0.9
H 1.55161 1.11116 1.02036 -1.0 -0.8 -0.4
H -2.53082 0.32154 0.04456 -0.2 -0.4 -0.4
C -1.47930 0.09061 0.11609 -1.3 -1.4 0.1
C 0.69308 -0.79228 0.04942 0.2 -1.1 1.7
C -0.60973 1.06265 0.66985 3.2 -1.2 0.0
S 1.80144 -0.82666 -1.35977 0.3 0.3 -1.4
Cl -1.01357 2.62759 1.09829 -0.5 1.0 0.4
C -0.82986 -1.06572 -0.14029 1.5 1.5 -0.6
H 1.52978 0.31091 -2.07566 -0.3 -0.5 0.6
H 1.41081 -1.53131 0.65378 -2.3 1.2 -0.6
H -1.17158 -1.84708 -0.75609 -0.5 -1.0 -0.2

4.
12
Properties=species:S:1:pos:R:3:forces:R:3 method="wB97M-V/def2-TZVPD" orbital_gap_ev=7.54 e_tot_ha=-1051.7573 de_lowest_kcal_mol=67.3 smiles="C=CC(=S)C(=C)Cl" total_charge=0 e_lumo_ev=-1.373
H -1.86370 -1.14313 2.05893 3.6 0.5 -1.3
C -0.41378 -0.49664 0.40258 -2.4 -0.2 0.2
Cl -1.85178 -0.60200 -0.80871 1.5 0.3 1.0
S 2.18774 -0.72418 -0.21381 -1.6 1.9 -0.4
C -0.71454 -0.88247 1.67161 -1.6 -0.2 -1.3
H -1.27901 1.57837 1.04377 2.3 1.4 -1.3
H 1.47070 2.18216 -0.85456 -1.5 0.2 0.4
C -0.46071 2.23682 0.49491 0.3 1.0 -3.0
C 0.57727 1.70366 -0.36950 -1.6 -0.2 3.5
C 0.80203 0.23144 -0.16548 0.1 -1.8 1.1
H 0.16994 -0.96817 2.29137 -0.4 0.2 0.6
H -0.76318 3.41478 0.42487 1.2 -3.0 0.4

5.
14
Properties=species:S:1:pos:R:3:forces:R:3 method="wB97M-V/def2-TZVPD" orbital_gap_ev="7.14 / 6.15" e_tot_ha=-1801.4865 s_squared=8.773 total_charge=+1 e_lumo_ev="-5.176 / -7.695" spin_multiplicity=6
H -1.18434 -1.31035 1.35722 -0.1 0.1 -0.3
H -2.48100 -1.15624 0.11035 0.4 0.0 0.0
O -1.64298 0.64496 0.78987 0.2 -0.1 0.2
C -1.05484 1.13301 -0.40161 -1.1 -2.0 -0.4
C 0.88577 -0.75636 -0.31955 -3.1 -1.9 -0.9
H -1.82912 1.28165 -1.18024 0.4 0.1 0.1
C -0.49216 -0.55131 -0.64639 0.8 1.3 -0.4
O 3.07173 -0.96579 0.53562 -2.7 0.9 -1.2
Co 1.55453 1.80802 0.15450 -1.2 -0.3 -0.2
H -0.78651 -0.93385 -1.63240 0.3 0.0 0.2
C 2.00380 -0.20363 0.09691 4.0 1.0 2.0
O -0.25068 2.14909 -0.26305 2.0 0.4 0.2
C -1.52257 -0.75369 0.47262 -0.4 0.1 0.8
H 3.72837 -0.38553 0.92614 0.5 0.3 0.1

6.
11
Properties=species:S:1:pos:R:3:forces:R:3 method="wB97M-V/def2-TZVPD" orbital_gap_ev=9.08 e_tot_ha=-293.1725 de_lowest_kcal_mol=106.4 total_charge=0 e_lumo_ev=-0.435
C 0.38990 -1.44762 -1.09396 0.7 -1.5 -1.9
C -0.39668 -1.46277 -2.16311 1.1 -0.7 1.2
H -1.61998 -0.13425 -0.34146 -1.1 -0.3 -1.0
C 0.46735 -0.35387 -0.14341 -1.2 1.6 -1.8
H 1.26755 -2.16877 -0.91112 -1.8 0.5 -0.9
C -0.81878 0.41142 0.05726 0.5 -0.3 1.2
H 1.22667 -0.57446 0.50506 1.5 0.3 2.2
F 0.03307 1.21784 -2.03507 0.6 0.4 -0.7
C 0.25840 1.04841 -0.73214 -0.8 -0.3 2.6
H 0.65758 1.85312 -0.07645 0.3 -0.2 -1.5
H -1.07321 0.83276 1.00269 0.1 0.3 0.6

7.
11
Properties=species:S:1:pos:R:3:forces:R:3 method="wB97M-V/def2-TZVPD" orbital_gap_ev="5.59 / 8.22" e_tot_ha=-293.0545 s_squared=2.008 de_lowest_kcal_mol=54.9 total_charge=0 e_lumo_ev="1.024 / -1.641" spin_multiplicity=3
H -2.78231 -1.12146 -0.11746 1.3 0.2 0.8
C 0.09551 0.60044 0.68266 -1.4 -0.5 3.0
H 1.87639 1.88319 -0.06399 -1.0 -1.2 0.0
H 0.07864 0.75541 1.79823 0.6 0.6 -1.1
C 1.06002 -0.27003 -0.31973 1.0 0.0 -0.6
C -1.64814 -1.22214 -0.19883 -3.3 2.0 1.2
H -1.46528 -2.07427 -0.66578 1.3 -3.7 -2.7
C -0.74241 -0.40755 0.23734 0.4 2.2 -0.2
C 0.99320 1.23955 -0.33658 1.3 -0.9 -0.3
H 0.43009 1.59311 -1.17726 -0.2 0.5 -0.4
F 2.10431 -0.97625 0.16140 -0.1 0.7 0.2

8.
16
Properties=species:S:1:pos:R:3:forces:R:3 method="wB97M-V/def2-TZVPD" orbital_gap_ev="5.72 / 6.08" e_tot_ha=-698.1978 s_squared=2.011 de_lowest_kcal_mol=47.0 total_charge=-1 e_lumo_ev="3.911 / 0.773" spin_multiplicity=3
H 0.97606 1.12613 1.71577 -1.2 0.2 -1.0
O -3.46227 -0.16668 -1.47644 -2.8 -1.3 0.0
O -1.66608 1.19717 -1.76502 0.0 0.3 -0.1
C 0.96812 0.18170 -0.21003 3.0 0.7 -1.7
C -2.41034 0.31381 -1.48957 2.8 1.0 0.1
F 1.94607 -2.13106 -0.29577 -0.3 0.3 0.9
F 1.44632 -1.22170 1.73860 1.0 -1.1 -0.5
C 1.17256 -1.18871 0.39704 -1.5 1.3 -1.0
H 0.23775 2.05715 0.19121 1.0 -0.2 1.3
C 1.06289 1.41909 0.63967 -0.2 0.9 1.0
H -1.61823 -1.85591 -0.39330 -1.0 -2.0 0.8
H 2.02633 1.94725 0.79676 -0.1 -0.1 -1.4
F -0.73134 -0.31554 2.07758 -1.0 -0.1 -0.1
N -1.27955 -0.97180 -0.57959 -2.7 1.3 -2.1
C -0.13209 -0.66991 -0.07453 3.4 -1.2 2.4
H 1.46381 0.27900 -1.27239 -0.6 0.0 1.4

9.
13
Properties=species:S:1:pos:R:3:forces:R:3 method="wB97M-V/def2-TZVPD" orbital_gap_ev=8.81 e_tot_ha=-766.7131 de_lowest_kcal_mol=60.4 total_charge=0 e_lumo_ev=-0.322
C 1.37643 -0.03444 0.12582 -0.1 -0.7 -1.4
H 1.03358 -2.06442 -0.34263 0.0 0.8 -0.7
H -0.58425 0.72057 -1.22966 -0.2 0.8 0.3
H 2.38930 -1.27197 -1.36772 -0.2 0.3 1.0
C -0.90544 1.00475 -0.20484 0.2 0.2 -1.4
O -0.87184 -0.67544 1.05830 -1.1 -1.3 -1.2
S -3.33317 -0.72036 -0.15985 3.1 1.3 0.8
F -1.29623 2.33901 -0.14744 0.4 -1.6 0.3
C 1.60721 -1.14553 -0.59549 -0.2 -0.5 0.8
C 0.06874 0.32403 0.75775 2.7 2.4 3.9
H 2.03235 0.82862 0.07256 0.0 0.1 -0.3
H 0.26908 0.82480 1.80600 -0.3 -0.2 -2.2
C -1.78576 -0.12961 0.22722 -4.3 -1.5 -0.1

10.
13
Properties=species:S:1:pos:R:3:forces:R:3 method="wB97M-V/def2-TZVPD" orbital_gap_ev=9.42 e_tot_ha=-766.6978 de_lowest_kcal_mol=70.1 total_charge=0 e_lumo_ev=0.293
C -0.19438 -0.23618 1.18145 1.0 1.0 3.1
C -0.10545 0.22578 -0.98263 -1.7 -2.3 0.9
C 1.35476 -0.26671 0.91243 -1.6 -1.8 -0.5
C -0.67151 -0.91702 -0.00155 -1.1 -3.6 -1.7
F -1.99068 -0.85077 -0.18951 -2.8 -0.3 0.2
H -0.54217 -2.10689 -0.00665 0.9 2.4 -0.6
H 1.88239 -1.17133 1.12828 0.1 -0.8 0.4
C 1.26043 -0.14901 -0.54682 4.4 1.1 -8.1
H -0.66142 -0.41653 2.19395 0.9 -0.2 -1.1
H -0.58436 0.10201 -2.07708 1.7 1.0 2.6
O 2.13842 -0.30194 -1.49906 -2.9 0.1 4.9
S -0.69341 1.32481 0.49268 0.1 1.6 -1.5
H 1.94581 0.52713 1.19947 0.9 1.9 1.3

11.
12
Properties=species:S:1:pos:R:3:forces:R:3 method="wB97M-V/def2-TZVPD" orbital_gap_ev=8.41 e_tot_ha=-691.5300 de_lowest_kcal_mol=1.6 smiles="F[C@@H]1C=CCC1=S" total_charge=0 e_lumo_ev=-0.424
F -0.50004 2.27829 -0.46693 0.0 0.3 -0.4
H -0.36824 1.52937 1.36915 0.3 -0.3 -0.6
S -2.75389 0.13058 -0.07230 0.5 0.0 0.0
C 1.17095 0.62892 0.05304 0.3 -0.3 0.0
H -0.46878 -1.96628 0.62134 0.0 0.1 0.1
H -0.58503 -1.79015 -1.10876 0.1 0.4 0.4
C -0.30773 -1.24426 -0.18401 0.1 0.5 -0.3
C -0.19571 1.19239 0.31601 -0.4 -0.1 1.0
H 2.11352 1.20029 0.08165 -0.8 -0.2 0.0
C 1.10385 -0.67998 -0.19585 -0.6 0.2 -0.1
H 1.94110 -1.29803 -0.43706 0.5 -0.3 0.0
C -1.14998 0.01887 0.02374 -0.1 -0.4 -0.1

12.
15
Properties=species:S:1:pos:R:3:forces:R:3 method="wB97M-V/def2-TZVPD" orbital_gap_ev=6.72 e_tot_ha=-771.7298 de_lowest_kcal_mol=0.0 total_charge=-1 e_lumo_ev=2.961
O 0.95762 0.12659 -2.85718 0.1 0.4 0.1
C -0.61756 0.80946 -1.18346 -1.2 0.1 2.7
H -0.36458 -0.23206 2.98415 0.6 -0.3 -0.7
C 0.49230 0.00257 -1.53848 -1.0 1.0 -1.8
C -0.34050 -0.46185 0.77742 0.8 0.4 -3.1
H 0.55026 0.95172 -3.18250 0.1 -0.4 0.2
H -1.92266 0.85233 0.57526 -0.8 0.7 -0.3
N -1.08266 0.54668 0.14965 1.9 -2.0 -0.6
O -1.13793 1.75213 -1.74549 -0.1 0.7 -1.9
H 1.24203 -0.63577 2.00894 -1.4 1.1 1.1
C 0.23827 -0.03631 2.06087 1.3 -4.4 1.3
H 0.41997 0.96992 2.05058 0.7 2.6 -0.3
C 1.02504 -0.76186 -0.57895 -1.3 -0.2 2.9
O 2.00717 -1.42022 -0.33609 0.1 -0.3 0.2
I -1.46677 -2.46331 0.81527 0.4 0.6 0.3

13.
11
Properties=species:S:1:pos:R:3:forces:R:3 method="wB97M-V/def2-TZVPD" orbital_gap_ev=11.43 e_tot_ha=-248.1775 de_lowest_kcal_mol=61.2 smiles=C#C[C@@H](C)C#N total_charge=0 e_lumo_ev=0.741
H -1.22594 1.75847 -0.07756 1.3 0.4 -0.4
N -2.29898 -1.52587 -0.19027 0.7 0.8 0.2
H -0.52628 0.16472 1.55898 1.1 0.3 -0.7
H 2.66475 -2.02032 -0.44908 -0.4 0.2 0.3
C -0.19459 1.33343 -0.26511 -2.3 1.6 -0.9
C 0.93068 -0.67621 0.14782 1.1 -1.8 0.7
C 1.83083 -1.42854 -0.11280 0.2 0.3 -0.3
C -1.43252 -0.80648 0.07114 -0.3 -0.5 -0.5
C -0.26477 0.05394 0.47226 -1.5 -1.9 0.3
H -0.06348 1.24866 -1.39916 0.1 -0.1 1.8
H 0.58030 1.89820 0.24378 0.0 0.5 -0.5

14.
11
Properties=species:S:1:pos:R:3:forces:R:3 method="wB97M-V/def2-TZVPD" orbital_gap_ev=9.26 e_tot_ha=-248.0817 de_lowest_kcal_mol=121.3 total_charge=0 e_lumo_ev=0.131
H -0.02977 -0.41173 2.10815 -0.2 -0.7 3.0
N 2.97085 -1.14251 0.30551 -0.2 6.8 2.8
C 0.19093 -0.23099 1.13211 0.4 1.1 1.2
H 1.08183 0.01352 -1.66194 -0.7 -0.8 0.9
H -1.55715 -0.65909 -0.29214 -1.1 0.2 0.4
C -0.54559 -0.80061 -0.00957 2.4 0.6 -1.2
H -0.08898 1.18372 -1.02597 0.8 -2.1 0.7
H -0.29267 -1.89624 -0.06441 0.1 1.1 -0.2
C 1.26375 0.41529 0.58550 -5.2 -1.4 -1.3
C 2.56707 -0.03726 0.71168 3.0 -8.0 -2.9
C 0.45484 0.16859 -0.73521 0.9 3.2 -3.5

15.
11
Properties=species:S:1:pos:R:3:forces:R:3 method="wB97M-V/def2-TZVPD" orbital_gap_ev=10.67 e_tot_ha=-248.2712 de_lowest_kcal_mol=2.4 smiles=c1ccncc1 total_charge=0 e_lumo_ev=0.991
H -1.60119 -0.25710 1.71131 0.1 -0.5 -0.1
C -0.80753 -0.22109 0.97211 0.0 0.0 0.0
C -1.02785 -0.48967 -0.37354 0.1 0.2 0.0
H -0.21766 -0.15530 -2.34769 0.1 -0.2 0.1
C -0.04090 -0.11290 -1.27786 0.0 0.1 0.1
H 1.89858 0.80521 -1.47378 0.0 -0.2 0.1
N 1.44624 0.48614 0.51220 -0.3 0.1 -0.1
H 0.68052 0.30620 2.42317 0.0 0.1 -0.2
H -1.94276 -0.96438 -0.72186 0.0 0.3 0.1
C 1.15180 0.40879 -0.78705 0.0 0.0 0.0
C 0.46075 0.19411 1.36298 0.0 0.1 0.0

16.
11
Properties=species:S:1:pos:R:3:forces:R:3 method="wB97M-V/def2-TZVPD" orbital_gap_ev="7.26 / 6.69" e_tot_ha=-248.0255 de_lowest_kcal_mol=156.6 total_charge=0 e_lumo_ev="-0.261 / -1.054"
H 1.92752 1.03956 1.02148 -0.2 -0.1 -0.1
N 0.27573 1.56090 -0.02385 -0.8 0.8 -0.5
H -0.56868 -2.40344 0.32818 0.5 -0.1 -0.1
C -0.46863 2.40293 -0.50612 0.7 -0.7 0.3
C 0.60479 -0.69627 0.74565 0.7 1.0 0.3
C -0.47436 -1.31204 0.19551 -1.5 -0.6 -0.3
H -1.71659 -1.54876 -1.40127 -0.5 0.0 0.4
H 1.32611 -1.31984 1.26535 -0.1 0.1 0.0
H -0.34121 2.61876 -1.57487 -0.2 0.1 0.1
C 0.98524 0.69257 0.60113 0.0 -0.9 0.3
C -1.68069 -0.99234 -0.43977 1.3 0.4 -0.4

17.
11
Properties=species:S:1:pos:R:3:forces:R:3 method="wB97M-V/def2-TZVPD" orbital_gap_ev=10.27 e_tot_ha=-248.1554 de_lowest_kcal_mol=75.1 smiles="C=C=C(C)C#N" total_charge=0 e_lumo_ev=0.449
H 1.63671 0.35718 2.80122 -1.2 -0.5 -1.7
C 0.54960 -0.01104 0.88819 -0.8 -0.8 1.5
C -0.29885 0.08892 -0.10617 -1.5 -0.4 0.1
C 1.12979 -0.33074 2.02760 3.2 -1.1 1.0
H 1.05983 0.08275 -1.85982 -0.1 -0.4 0.2
C -1.83928 0.23278 0.00724 0.0 -0.4 -2.1
H 1.64285 -1.41426 2.24788 -2.1 2.3 -0.8
H -0.33878 1.16548 -1.76266 0.2 -0.8 -1.0
C 0.00538 0.11374 -1.59519 -0.8 1.9 0.5
N -2.88624 0.31120 -0.53121 2.4 -0.1 2.1
H -0.66101 -0.59602 -2.11709 0.6 0.4 0.1

18.
11
Properties=species:S:1:pos:R:3:forces:R:3 method="wB97M-V/def2-TZVPD" orbital_gap_ev=9.88 e_tot_ha=-248.1372 de_lowest_kcal_mol=86.5 smiles="CC1=C[C@@H]1C#N" total_charge=0 e_lumo_ev=0.761
C 1.80566 -0.57082 -0.75149 -1.9 1.9 0.8
H -1.14722 0.84670 -0.71095 -0.4 0.9 0.2
H 0.83829 -2.41271 0.53474 0.1 1.2 -1.0
H -1.49423 0.51445 1.08161 1.8 0.8 -1.7
C -0.66036 0.82286 0.27084 -2.8 0.2 1.6
H 1.87356 -0.35357 -1.83613 -0.3 -0.8 0.8
C 2.71499 0.14117 0.08189 2.0 0.9 0.6
N 3.47038 0.71284 0.76096 -1.1 -0.7 -0.8
C 0.21330 -0.26706 0.08838 4.4 -3.2 -1.3
H -0.18846 1.77944 0.56867 -0.2 -0.6 -0.3
C 0.85540 -1.40180 0.02796 -1.6 -0.6 1.2

19.
11
Properties=species:S:1:pos:R:3:forces:R:3 method="wB97M-V/def2-TZVPD" orbital_gap_ev=8.39 e_tot_ha=-248.0766 de_lowest_kcal_mol=124.5 total_charge=0 e_lumo_ev=-1.849
C -0.25792 1.17167 1.39553 -0.2 -0.1 0.3
H -1.62464 -2.68571 -0.62456 -0.1 0.0 0.1
H 0.71852 2.87718 0.71628 0.0 0.0 0.0
C -0.89517 -2.18764 -1.24883 0.3 0.3 0.2
H 0.54261 1.55946 -0.46718 0.1 0.1 0.0
C 0.74315 1.79433 0.57796 0.5 0.6 -0.3
C -0.00708 -1.35190 -0.72968 -0.6 -0.7 -0.5
H 1.72763 1.41601 0.84567 -0.1 0.0 -0.1
H -0.90180 -2.42246 -2.30605 0.0 0.1 -0.1
C 1.02205 -0.84438 -0.18997 0.6 -0.1 0.1
N -1.06734 0.67344 2.03081 -0.4 -0.2 0.3